ORCA calculation (ωB97M-V with the def2-TZVPD basis set) on 5 unconnected molecules or ions with the total composition C41H68BF4NO14Si.

Properties
E ... -3425.03132 Eh
Total charge ... 0
HOMO-LUMO gap ... 0.3432 Eh
Relative energy (zero: lowest compared OMol25 entry of this formula, charge and spin) ... 0.00 kcal per mole

Structure (XYZ):
```
130
Properties=species:S:1:pos:R:3:lowdin_charge:R:1
C -1.920 -3.099 0.797 -0.085
C -2.038 -1.658 0.205 -0.254
C -3.263 -1.465 -0.708 -0.195
C -3.060 -1.875 -2.183 -0.194
C -1.772 -1.364 -2.840 -0.207
C -1.837 0.145 -3.242 -0.150
C -0.991 1.002 -2.235 -0.201
C 0.168 1.778 -2.881 -0.204
C 0.760 2.794 -1.847 -0.240
C 1.466 2.026 -0.695 -0.251
Si 0.930 2.505 1.072 0.731
C 1.776 4.183 1.486 -0.244
C 3.195 4.035 2.094 -0.243
C 3.448 4.298 3.616 -0.184
C 2.313 4.162 4.669 -0.205
C 1.710 5.529 5.096 -0.192
C 0.847 5.299 6.382 -0.205
C -0.487 4.559 6.184 -0.165
C -1.719 5.519 6.217 -0.221
O -2.679 5.123 7.180 -0.195
C -3.688 4.311 6.640 -0.124
C 1.694 1.214 2.241 -0.224
C 0.787 -0.005 2.607 -0.171
C 1.107 -0.404 4.054 -0.257
C 1.770 -1.534 4.360 -0.046
C 2.047 -1.784 5.682 -0.094
C 1.667 -0.901 6.613 -0.120
C 0.981 0.238 6.317 -0.082
C 0.707 0.482 5.015 -0.064
B -1.041 2.732 1.213 -0.603
O -1.832 1.646 0.864 0.065
N -1.756 3.916 1.652 -0.092
C -3.199 3.660 1.396 -0.109
C -1.425 5.126 0.855 -0.087
H -0.863 -3.376 0.751 0.061
H -2.183 -3.063 1.858 0.064
H -2.557 -3.818 0.282 0.068
H -1.090 -1.346 -0.240 0.076
H -2.187 -1.004 1.074 0.085
H -3.658 -0.447 -0.611 0.097
H -4.051 -2.120 -0.309 0.106
H -3.071 -2.967 -2.302 0.105
H -3.941 -1.521 -2.733 0.109
H -1.684 -1.902 -3.794 0.093
H -0.862 -1.609 -2.289 0.091
H -1.398 0.262 -4.236 0.100
H -2.869 0.498 -3.195 0.094
H -1.658 1.734 -1.773 0.106
H -0.557 0.305 -1.513 0.073
H 0.999 1.142 -3.202 0.115
H -0.232 2.372 -3.713 0.111
H 1.503 3.411 -2.363 0.102
H -0.065 3.442 -1.528 0.085
H 1.312 0.941 -0.791 0.069
H 2.556 2.158 -0.733 0.080
H 1.923 4.655 0.501 0.074
H 1.117 4.863 2.030 0.052
H 3.654 3.074 1.842 0.085
H 3.805 4.789 1.578 0.096
H 4.208 3.568 3.924 0.100
H 3.906 5.278 3.786 0.098
H 2.769 3.771 5.588 0.107
H 1.489 3.502 4.394 0.082
H 1.030 5.937 4.336 0.105
H 2.492 6.261 5.313 0.104
H 1.455 4.648 7.024 0.098
H 0.686 6.240 6.917 0.102
H -0.548 4.035 5.221 0.094
H -0.622 3.782 6.945 0.112
H -2.135 5.625 5.207 0.115
H -1.334 6.498 6.524 0.111
H -4.397 3.980 7.402 0.086
H -4.252 4.836 5.862 0.084
H -3.210 3.402 6.244 0.089
H 2.568 0.802 1.715 0.086
H 2.110 1.665 3.144 0.062
H 1.055 -0.883 2.010 0.107
H -0.288 0.178 2.532 0.093
H 2.078 -2.224 3.584 0.118
H 2.602 -2.684 5.911 0.109
H 1.903 -1.066 7.659 0.108
H 0.683 0.962 7.064 0.108
H 0.187 1.390 4.728 0.116
H -1.240 0.948 0.556 0.042
H -3.763 4.571 1.633 0.084
H -3.353 3.503 0.320 0.089
H -3.607 2.863 2.012 0.084
H -2.301 5.637 0.458 0.084
H -0.940 5.846 1.534 0.080
H -0.710 4.959 0.043 0.069
O 0.392 -4.198 -2.067 0.171
C 0.401 -4.643 -3.164 -0.542
O 1.393 -5.418 -3.663 0.083
C 0.977 -5.862 -4.958 -0.070
C -0.026 -4.813 -5.343 -0.302
F -1.010 -5.331 -6.125 0.069
O -0.586 -4.437 -4.095 0.118
H 0.531 -6.856 -4.873 0.143
H 1.813 -5.911 -5.642 0.093
H 0.402 -3.935 -5.831 0.178
O 3.893 -6.795 -8.226 0.195
C 3.090 -7.653 -8.112 -0.529
O 3.169 -8.865 -8.723 0.077
C 2.089 -9.662 -8.232 -0.055
C 1.107 -8.615 -7.773 -0.311
F 0.385 -9.047 -6.709 0.074
O 1.950 -7.558 -7.354 0.109
H 2.442 -10.288 -7.411 0.146
H 1.687 -10.301 -9.014 0.141
H 0.431 -8.257 -8.551 0.177
O 3.954 -5.385 -5.656 0.177
C 5.095 -5.592 -5.422 -0.527
O 5.629 -6.829 -5.243 0.074
C 7.043 -6.667 -5.121 -0.055
C 7.159 -5.233 -4.668 -0.317
F 8.295 -4.657 -5.131 0.076
O 6.046 -4.620 -5.291 0.143
H 7.513 -6.833 -6.092 0.147
H 7.459 -7.370 -4.403 0.140
H 7.094 -5.094 -3.587 0.175
O -4.835 2.472 -2.480 0.180
C -5.681 2.544 -1.656 -0.551
O -6.243 3.710 -1.239 0.068
C -7.301 3.369 -0.339 -0.056
C -6.883 1.999 0.135 -0.316
F -7.959 1.219 0.405 0.076
O -6.206 1.473 -0.991 0.131
H -8.248 3.349 -0.881 0.145
H -7.374 4.091 0.471 0.140
H -6.211 2.003 0.996 0.170
```